The following is a quantum chemistry calculation of a 14-piece molecular cluster, C77H167N9O24 overall, from the OMol25 dataset.

Computed properties:
total charge = +4
total energy = -145056.9002 eV
gap between HOMO and LUMO = 1.257 eV
highest occupied orbital energy = -12.95 eV

```
277
Properties=species:S:1:pos:R:3:forces:R:3:mulliken_charge:R:1
C -3.148184 -1.383734 -1.510378 -0.117 -0.828 -0.153 -0.476
O -1.753836 -1.309835 -1.256213 0.307 -0.100 1.804 0.970
C -0.943563 -0.961236 -2.325083 -0.207 0.585 -1.900 -1.117
C 0.558983 -0.899726 -2.073795 -0.195 -0.128 1.076 1.348
N 0.850020 -0.202283 -0.767565 1.533 -0.144 0.382 1.573
H 0.388942 0.694699 -0.713325 -0.566 1.032 -0.564 -0.655
H 0.475483 -0.740907 0.000359 0.001 -0.380 0.137 0.041
C 2.352996 0.215913 -0.412584 -2.618 -0.515 0.116 0.233
C 2.225223 0.961078 0.947537 -0.130 -0.571 -0.856 -0.409
O 1.301102 0.168371 1.746893 1.348 1.235 -0.268 1.226
C 1.193181 0.733158 3.031241 -0.519 -0.664 -0.044 -1.168
H -3.377565 -2.328088 -2.004017 0.014 -0.165 -0.332 0.068
H -3.598928 -0.595402 -2.113267 0.332 0.400 0.063 0.124
H -3.660985 -1.458214 -0.551426 0.122 0.397 0.080 -0.398
H -1.325636 -0.022717 -2.726698 0.216 0.562 -0.037 0.184
H -1.057699 -1.651346 -3.161042 0.001 -0.314 -0.190 0.463
H 1.076704 -0.363079 -2.868823 -0.187 -0.144 0.000 -0.575
H 0.968891 -1.906952 -1.999093 0.167 0.184 -0.051 -0.176
H 2.597723 0.767260 -1.320458 0.797 0.143 0.562 -0.237
H 2.920956 -0.704915 -0.279916 0.012 0.201 -0.414 -0.205
H 1.915566 2.005273 0.904282 -0.796 -0.038 -0.479 0.179
H 3.208501 1.086413 1.400932 0.221 -0.810 0.347 0.465
H 0.530549 0.039379 3.548630 -0.060 0.255 0.406 0.233
H 0.768697 1.736854 3.008736 -0.179 0.180 -0.109 0.010
H 2.146328 0.788494 3.557115 0.208 -0.051 -0.001 0.263
C -3.478705 -1.788826 3.479973 1.949 -0.524 0.205 -0.435
O -2.263191 -2.626722 3.426189 -0.114 0.334 -0.057 -0.452
C -1.408286 -2.526495 2.263087 -0.722 -1.202 -0.021 0.459
C -0.042638 -3.209557 2.496645 -0.989 0.057 0.978 0.260
N -0.257340 -4.687012 2.823799 -1.574 1.304 -0.104 0.439
H -0.780557 -5.093677 2.061579 -0.302 0.028 -0.536 0.427
H 0.623948 -5.167329 2.711071 1.431 -0.318 0.448 0.586
C -1.075452 -5.010317 4.105034 1.995 -0.887 -0.369 -0.445
C -0.435658 -6.328873 4.636158 0.520 0.721 0.353 -0.812
O 1.003014 -6.175811 4.836075 -2.039 -0.263 -1.329 -0.310
C 1.366425 -5.496295 5.986781 0.540 0.288 1.247 -0.726
H -4.219063 -2.230967 4.146675 0.239 -0.455 -0.158 0.352
H -3.907597 -1.654481 2.486953 0.166 0.295 0.092 -0.037
H -3.101276 -0.906951 3.997599 -0.589 0.632 -0.517 0.244
H -1.298288 -1.522817 1.852448 0.083 0.208 0.225 -0.008
H -1.908831 -3.141203 1.514970 -0.080 0.221 -0.652 0.057
H 0.432138 -2.730763 3.353052 0.144 -0.317 0.199 0.115
H 0.654711 -3.150169 1.661025 -0.269 -0.103 -0.248 -1.255
H -2.129359 -5.121495 3.850059 0.238 0.041 -0.053 0.340
H -0.944893 -4.141872 4.750673 -0.057 -0.360 0.105 0.318
H -0.592463 -7.155750 3.943486 0.322 0.178 -0.315 0.358
H -0.973495 -6.655129 5.526321 0.231 0.215 0.411 0.471
H 2.436679 -5.293559 5.947438 0.050 -0.334 -0.081 0.230
H 1.150528 -6.085027 6.878346 0.073 -0.129 0.121 0.365
H 0.916860 -4.518282 6.158472 -0.511 0.244 -0.383 0.266
C -9.074567 3.707353 0.385498 1.015 0.437 -1.222 -0.872
O -8.317272 2.871247 -0.590492 -0.645 1.326 1.182 -0.195
C -9.128382 1.855563 -1.188931 0.173 1.266 0.436 -0.476
C -9.144768 0.739391 -0.209874 0.284 -1.758 0.433 -0.781
N -7.704741 0.340352 0.190240 -1.752 -0.715 -0.060 0.478
H -7.161408 0.204306 -0.650234 0.935 0.018 -1.502 -0.093
H -7.323571 1.118918 0.708557 0.258 0.264 -0.026 0.340
C -7.708874 -0.939516 1.033356 -0.979 2.832 -0.593 -1.034
C -6.338675 -1.465924 1.255013 0.032 -2.461 -0.719 0.736
O -6.187557 -2.512071 0.242971 0.804 0.550 1.084 -0.375
C -5.205228 -3.550070 0.446583 -0.658 0.356 -0.297 -0.253
H -9.917178 4.211869 -0.087334 -0.424 -0.695 -0.116 0.372
H -8.467428 4.579582 0.627786 0.595 -0.332 0.006 0.262
H -9.330137 3.233923 1.333474 -0.151 -0.437 -0.264 0.328
H -8.721855 1.572232 -2.159796 0.348 -0.054 0.148 0.271
H -10.114431 2.285323 -1.365305 -0.274 -0.406 0.025 0.428
H -9.614739 -0.153949 -0.621180 0.156 -0.068 -0.149 0.422
H -9.654704 0.917532 0.736870 -0.026 0.438 -0.093 0.486
H -8.401052 -1.600912 0.512260 0.429 -0.349 0.272 0.426
H -8.178168 -0.530708 1.928197 0.012 -0.735 0.394 0.534
H -6.368286 -1.885163 2.260717 0.373 -0.345 0.126 0.494
H -5.529163 -0.737454 1.208816 -0.035 0.275 -0.192 -0.595
H -4.169515 -3.219579 0.525205 0.040 0.477 -0.017 -0.250
H -5.285261 -4.150325 -0.459726 0.019 -0.078 0.145 0.327
H -5.413254 -4.173548 1.316125 -0.302 0.033 0.133 0.382
C -4.562719 -9.537706 -5.167078 0.336 0.424 0.205 -1.193
C -4.811938 -8.053625 -4.905994 -0.906 -0.072 -0.295 -0.736
C -3.606366 -7.126717 -4.845529 1.172 -1.562 0.234 -0.303
C -2.553078 -7.638533 -3.786797 0.659 1.895 -0.586 -0.959
N -1.424314 -6.571327 -3.554736 1.312 1.394 0.966 0.594
C -0.547948 -6.879988 -2.271251 -0.034 -1.204 -1.076 -0.851
C 0.112506 -5.627697 -1.725596 0.221 -0.382 -0.912 -0.280
C -0.953431 -4.601573 -2.049488 0.247 0.933 -0.160 2.422
C -1.917750 -5.194402 -3.114622 -0.841 -0.438 0.265 -1.506
C -0.561413 -6.388071 -4.811550 -0.453 -1.597 0.390 -1.160
H -5.505382 -10.054641 -5.346666 0.109 0.108 -0.322 0.387
H -4.111964 -10.071714 -4.330571 0.252 0.115 0.054 0.301
H -3.898939 -9.570965 -6.031016 -0.089 -0.594 -0.111 0.312
H -5.498123 -7.941521 -4.066541 0.196 0.221 0.313 0.367
H -5.379935 -7.694364 -5.764138 -0.185 0.055 -0.039 0.384
H -3.945209 -6.090796 -4.857699 0.311 0.055 0.754 0.337
H -3.060158 -7.264448 -5.778702 -0.189 0.162 -0.324 0.353
H -1.984496 -8.470138 -4.203037 -0.324 -0.149 0.029 0.513
H -2.953022 -7.942694 -2.819516 -0.074 0.339 0.031 0.363
H 0.133685 -7.672593 -2.579892 -0.150 -0.184 0.398 0.506
H -1.303346 -7.189511 -1.548993 0.154 -0.465 -0.050 0.331
H 1.086401 -5.383068 -2.149609 -0.150 -0.171 -0.542 0.306
H 0.360134 -5.702051 -0.666704 -0.411 -0.287 0.110 0.158
H -0.464415 -3.696256 -2.409160 -0.208 -0.016 -0.286 -1.601
H -1.404174 -4.301234 -1.103586 -0.753 -0.038 -0.255 -0.208
H -2.051497 -4.560884 -3.991475 0.073 -0.016 0.151 0.386
H -2.891967 -5.469138 -2.710250 -0.151 0.658 0.230 0.361
H 0.291479 -5.736911 -4.620110 -0.311 0.150 -0.117 0.412
H -1.174453 -6.131891 -5.675647 0.001 0.793 0.417 0.462
H -0.236957 -7.392854 -5.082188 0.515 -0.013 0.237 0.365
C 3.075806 5.174348 1.917218 0.948 0.374 0.972 -1.298
C 4.088469 4.015184 2.205864 -0.622 0.403 -1.333 -0.439
C 4.506118 3.411887 0.829034 -0.366 0.199 0.310 1.829
C 5.543177 4.302644 0.149438 0.596 -0.962 -0.880 -1.462
N 6.093394 3.694732 -1.193169 0.918 2.519 -0.410 0.381
C 5.019458 3.480550 -2.279146 0.070 -0.527 -0.178 0.067
C 4.635333 4.838830 -2.865799 0.088 -0.191 1.694 -0.492
C 5.941999 5.566455 -2.856605 1.718 0.984 -0.819 -0.997
C 6.927815 4.899809 -1.888621 -1.069 -1.401 0.518 -0.398
C 7.008031 2.495278 -0.920473 -1.516 0.746 0.264 -0.840
H 2.691029 5.604784 2.841746 -0.331 -0.350 0.177 0.462
H 2.260542 4.813210 1.290296 -0.002 -0.071 0.096 0.234
H 3.485440 6.075172 1.460241 0.363 -0.280 -0.439 0.412
H 3.561721 3.340123 2.880359 -0.083 -0.610 -0.406 0.003
H 5.017930 4.200353 2.744302 -0.124 0.874 0.090 0.572
H 3.654611 3.371779 0.149763 -0.265 -0.129 0.130 -0.723
H 4.842479 2.383897 0.963996 0.393 0.077 -0.124 -0.377
H 6.409619 4.463507 0.790918 0.182 -0.222 -0.095 0.307
H 5.185665 5.304776 -0.087236 -0.347 -0.199 -0.114 0.572
H 5.524902 2.966067 -3.096426 0.029 -0.588 0.331 0.556
H 4.188679 2.880308 -1.908181 0.293 -0.053 -0.047 -0.498
H 4.200017 4.763951 -3.862286 -0.132 -0.108 0.297 0.726
H 4.001912 5.378575 -2.161844 -0.626 -0.155 -0.290 0.107
H 6.428290 5.502940 -3.830046 -0.134 0.013 -0.145 0.356
H 5.855406 6.638434 -2.679210 -0.134 -0.076 0.216 0.361
H 7.710381 4.397857 -2.457591 0.133 0.119 0.376 0.422
H 7.314219 5.537171 -1.093285 0.107 -0.188 -0.144 0.331
H 7.461315 2.130863 -1.842330 -0.441 -0.081 0.068 0.505
H 6.299336 1.819195 -0.442172 0.551 -0.701 -0.420 0.127
H 7.785222 2.763616 -0.204878 -0.101 0.326 -0.104 0.319
C 8.542947 -4.165728 -0.957785 -0.643 0.947 -0.034 -1.156
C 8.713894 -2.793657 -0.265376 -0.133 -0.719 0.301 -0.861
C 7.439762 -2.168232 0.285635 -0.203 -0.902 0.498 -0.210
C 6.785936 -3.208339 1.315450 -0.680 1.099 -1.089 -0.935
N 5.991107 -2.568900 2.459357 1.266 0.658 0.944 0.389
C 4.976245 -1.524409 1.966790 0.305 -0.848 0.276 -0.731
C 3.689021 -1.704236 2.820424 -0.289 -1.052 -0.834 1.481
C 3.992701 -2.858069 3.808443 0.518 1.865 0.762 -0.561
C 5.113191 -3.634259 3.143815 0.595 0.725 -0.358 -0.937
C 7.043380 -1.895330 3.413090 -1.459 0.668 -0.416 -0.927
H 7.743267 -4.756175 -0.510583 0.361 -0.337 0.278 0.324
H 9.509016 -4.670499 -0.960315 -0.320 -0.213 -0.178 0.347
H 8.172213 -3.981496 -1.966110 0.319 -0.198 -0.202 0.345
H 9.135462 -2.124316 -1.015283 0.439 0.153 0.471 0.436
H 9.329204 -2.958130 0.619188 0.709 0.329 -0.270 0.371
H 6.848167 -1.884356 -0.584722 -0.888 -0.437 0.268 0.167
H 7.667885 -1.208219 0.748704 0.181 -0.063 0.374 0.216
H 7.483656 -3.895059 1.794721 0.348 0.331 -0.095 0.681
H 6.071153 -3.837200 0.784667 -0.122 0.033 -0.109 0.452
H 5.468906 -0.558429 2.077516 -0.263 0.023 -0.176 0.129
H 4.859387 -1.784427 0.914732 -0.316 0.345 -0.017 0.187
H 3.389623 -0.777890 3.310667 0.149 -0.210 0.041 -0.232
H 2.844270 -2.078331 2.242036 0.149 0.507 -0.661 -0.793
H 4.273866 -2.236466 4.658538 0.916 -0.820 0.660 0.515
H 3.136146 -3.407872 4.198492 0.046 -0.340 -0.725 0.090
H 5.775467 -4.232602 3.769496 -0.310 -0.111 -0.007 0.593
H 4.742426 -4.178035 2.274952 -0.251 -0.530 0.290 0.336
H 7.809846 -2.556026 3.818193 -0.438 -0.290 -0.250 0.345
H 6.508822 -1.348083 4.189533 -0.253 -0.664 0.389 0.372
H 7.506455 -1.045605 2.911468 0.207 -0.523 -0.628 0.365
C -1.693772 4.370486 8.665403 -0.434 -0.167 -0.307 -1.461
C -0.372318 4.881060 8.082025 1.481 1.457 -0.073 1.071
C 0.777888 4.712612 9.106024 0.689 -0.523 0.240 -1.247
C 1.240494 3.275765 9.353570 0.021 -0.251 -1.280 -0.716
C 0.624395 2.268064 8.322380 0.299 -0.387 0.714 -1.586
C 0.486732 2.674978 6.816358 -0.288 -1.171 1.388 1.942
N -0.042526 4.101637 6.802061 -3.660 1.907 -6.670 0.702
O -0.541502 4.590945 5.554656 3.382 -3.015 8.021 -0.202
C -0.466752 1.673710 6.039676 0.239 0.329 0.861 -1.141
C 1.853669 2.560718 6.220577 1.247 0.780 -1.838 -1.756
C -0.438685 6.418719 7.779651 -0.386 -0.765 0.447 -1.662
H -1.765901 3.336245 9.001899 0.464 -0.001 -0.249 0.296
H -2.487339 4.540960 7.937884 -0.149 0.191 0.242 0.437
H -1.811960 4.964612 9.571573 -0.289 0.214 -0.162 0.427
H 0.586129 5.202534 10.060656 -0.880 0.055 -0.177 0.523
H 1.678793 5.247538 8.805508 -0.272 0.271 -0.646 0.549
H 1.110082 2.859959 10.352671 -0.378 0.273 -0.044 0.383
H 2.319074 3.367313 9.225562 0.088 -0.720 -0.063 0.314
H -0.304968 1.846415 8.705250 -0.231 0.382 -0.078 0.528
H 1.293491 1.409423 8.378446 0.034 -0.121 -0.491 0.595
H -0.588241 1.891576 4.978606 -0.529 0.697 0.303 -0.403
H -1.346972 1.541738 6.668878 -0.539 0.404 -0.662 0.518
H -0.078039 0.656661 5.988412 0.793 0.146 0.558 0.467
H 1.805178 2.899980 5.185851 0.133 0.574 -0.113 0.327
H 2.200162 1.540869 6.053379 -0.485 -0.267 0.755 0.463
H 2.657246 3.087679 6.735035 -0.234 0.156 0.110 0.466
H 0.420380 6.795071 7.224252 -0.220 -0.291 -0.367 0.418
H -0.344815 6.903991 8.751143 -0.190 -0.071 0.093 0.476
H -1.406811 6.713705 7.374921 0.270 0.013 -0.323 0.362
C -3.324522 5.008769 2.336809 -0.256 -0.212 0.247 -1.966
C -2.245835 4.366047 1.457463 2.732 -0.146 0.155 1.955
C -1.882952 2.938253 1.894895 -1.368 -1.285 -0.601 0.416
C -3.056945 1.943792 1.634170 0.246 0.406 0.680 -1.508
C -3.358398 1.841192 0.147058 0.467 0.254 0.561 0.646
C -3.612209 3.217515 -0.591334 1.261 -2.164 -0.458 2.163
N -2.624835 4.279542 -0.039048 -2.656 7.951 -3.535 1.088
O -2.636233 5.486443 -0.756315 0.653 -8.309 4.896 -0.238
C -5.033306 3.728542 -0.261399 -0.267 0.178 -0.424 -1.551
C -3.357960 2.989188 -2.113078 -1.091 0.577 -0.100 -2.016
C -0.942597 5.196762 1.548216 0.432 0.927 -0.264 -1.576
H -2.943757 5.237824 3.332134 0.879 0.070 -0.192 0.404
H -4.085566 4.284109 2.626268 -0.499 0.277 -0.720 0.416
H -3.670838 5.967229 1.950148 -0.359 -0.314 -0.202 0.359
H -1.558557 2.904514 2.934962 -0.152 0.409 0.086 0.141
H -1.060261 2.554636 1.291477 0.257 0.294 -0.150 -0.776
H -3.946627 2.151300 2.228740 -0.171 0.617 -0.025 0.388
H -2.819179 0.950064 2.013718 0.479 -0.163 -0.167 0.108
H -4.200205 1.154939 0.054790 -0.344 0.448 -0.622 -0.092
H -2.518011 1.275432 -0.255116 0.158 0.408 -0.609 -0.804
H -5.372902 4.387216 -1.060723 0.159 0.387 0.243 0.501
H -5.159648 4.175229 0.724806 0.282 0.208 -0.216 0.171
H -5.753622 2.911047 -0.292100 0.338 -0.378 -0.195 0.131
H -3.506825 3.902978 -2.688348 0.427 0.284 0.232 0.794
H -4.165925 2.377529 -2.514530 -0.251 -0.434 0.470 0.111
H -2.440671 2.487087 -2.420592 0.236 0.303 0.715 0.154
H -0.075503 4.850377 0.985836 -0.562 -0.452 -0.669 -0.116
H -0.501979 5.261669 2.543075 -0.774 -0.277 0.489 0.267
H -1.105193 6.231502 1.246600 -0.124 -0.030 -0.104 0.672
C -1.141720 4.893386 -7.683254 1.149 0.126 0.425 -1.698
C -0.601895 3.909080 -6.572588 -0.415 1.783 -1.283 1.115
C -1.804710 3.225191 -5.924434 0.163 -0.553 -0.682 -1.917
C -1.435572 2.015347 -5.111847 -0.097 -0.728 1.269 2.078
C -0.720413 0.940674 -5.929242 0.411 0.765 -1.756 -1.001
C 0.587687 1.462437 -6.631976 0.005 -0.345 0.713 1.342
N 0.252252 2.867908 -7.270167 5.138 1.253 -5.606 0.789
O 0.931192 3.210819 -8.456303 -4.813 -2.309 7.950 -0.284
C 1.061622 0.479765 -7.732636 0.138 0.874 -0.261 -1.610
C 1.701339 1.568154 -5.453934 -0.315 -0.727 -1.532 -1.133
C 0.296070 4.630850 -5.498292 0.103 -0.804 -0.558 -0.910
H -1.793279 5.707357 -7.365394 -0.585 -0.708 0.833 0.386
H -1.621920 4.310176 -8.468985 0.124 0.265 -0.088 0.442
H -0.341404 5.537635 -8.047330 0.391 -0.656 -0.542 0.409
H -2.469422 2.886335 -6.719061 -0.120 0.132 -0.172 0.536
H -2.339416 4.008932 -5.387841 0.085 -0.156 0.227 0.335
H -2.337053 1.585896 -4.674794 -0.266 -0.141 -0.224 0.060
H -0.892203 2.330310 -4.220978 0.510 -0.051 0.029 -0.949
H -1.351868 0.624700 -6.759623 -0.455 0.110 -0.034 0.612
H -0.429331 -0.024818 -5.515480 -0.065 0.259 0.791 -0.161
H 1.140719 -0.531388 -7.333367 0.053 0.118 0.237 0.333
H 2.010921 0.778141 -8.177501 0.242 -0.044 0.459 0.410
H 0.417893 0.439749 -8.611329 -0.532 0.113 0.279 0.477
H 2.045262 0.548690 -5.279264 -0.196 -0.473 -0.483 0.601
H 1.325622 1.820795 -4.462419 0.025 0.940 -0.356 -0.349
H 2.611843 2.015067 -5.853139 -0.153 0.666 0.513 0.415
H -0.310618 5.324924 -4.916655 -0.227 -0.321 0.012 0.403
H 1.116538 5.213830 -5.916705 -0.084 -0.179 -0.393 0.494
H 0.723573 3.841770 -4.879659 -0.059 0.406 0.339 -0.220
O 2.186739 -3.435174 -0.177391 -0.922 0.544 0.267 0.792
C 2.763047 -4.550582 0.356119 2.767 -2.336 0.072 0.002
O 2.297851 -5.145121 1.327656 -3.220 0.664 2.286 -0.751
O 3.816745 -4.961011 -0.149383 0.654 1.289 -1.266 -0.792
H 2.769149 -3.300330 -0.928536 0.268 0.515 -0.775 -0.227
O -5.036421 0.615125 -4.207812 3.582 1.257 -1.463 -0.251
C -6.022426 0.230211 -3.479189 -4.003 -1.806 1.341 0.240
O -6.944544 -0.289531 -4.146877 -0.578 -0.186 0.394 -0.856
O -5.957331 0.348638 -2.253933 0.194 0.767 3.110 -0.493
H -5.451501 0.146869 -4.935843 0.671 0.162 -2.273 0.239
O 1.789485 3.593062 -2.149278 3.011 -0.517 -0.481 0.521
C 0.606366 3.552560 -1.650057 -5.815 -1.539 1.540 -0.553
O 0.157284 2.498907 -1.114481 0.335 -0.149 0.412 -0.503
O -0.065672 4.612985 -1.841211 0.316 -0.320 0.536 -0.961
H 1.545488 4.508164 -2.306279 1.848 2.221 -1.624 0.135
O -0.783455 -2.578578 -5.403652 -0.636 0.993 2.021 -0.495
C 0.495762 -3.036577 -5.650340 1.159 -2.171 -4.286 0.779
O 0.514632 -3.739342 -6.712796 -0.386 0.203 1.221 -0.831
O 1.485771 -2.736569 -4.993572 -0.438 1.259 2.067 -0.874
H -1.306395 -3.066141 -6.044280 0.044 0.017 -0.452 0.286
O 3.380650 -1.691428 -2.931376 -1.055 -1.138 1.031 -0.107
C 4.211961 -0.707029 -3.182384 1.924 3.378 -0.469 0.522
O 4.432307 -0.378954 -4.335903 -0.507 -0.646 -3.261 -0.734
O 4.683184 0.024744 -2.303838 0.492 0.210 4.020 -0.383
H 3.014178 -1.718355 -3.818271 -0.994 -1.536 -0.854 0.079
```
Forces are in eV/Å.